A cluster of 13 separate species, C82H182N8O18 in total at a distorted geometry. Source: OMol25; level of theory: the ωB97M-V functional and the def2-TZVPD basis.

Element x y z (Å)
C (0.422, 2.805, 6.187)
C (0.110, 3.838, 7.309)
O (-0.153, 5.145, 6.814)
O (1.751, 3.096, 5.708)
H (-0.249, 2.970, 5.345)
H (0.359, 1.810, 6.628)
H (0.811, 3.916, 8.142)
H (-0.794, 3.506, 7.827)
H (0.578, 5.764, 6.870)
H (1.802, 3.237, 4.756)
C (-3.560, 1.511, 6.326)
C (-3.248, 0.125, 5.734)
O (-4.285, -0.402, 4.960)
O (-4.246, 1.270, 7.537)
H (-4.254, 2.019, 5.655)
H (-2.590, 1.948, 6.557)
H (-2.969, -0.640, 6.462)
H (-2.359, 0.315, 5.121)
H (-4.074, -1.241, 4.535)
H (-5.118, 0.920, 7.342)
C (0.326, 7.623, 4.364)
C (1.013, 6.496, 3.727)
O (0.254, 5.938, 2.705)
O (-0.482, 8.420, 3.474)
H (1.115, 8.239, 4.801)
H (-0.382, 7.233, 5.098)
H (1.192, 5.723, 4.474)
H (1.889, 6.837, 3.165)
H (0.052, 6.669, 2.111)
H (-1.347, 8.590, 3.848)
C (4.969, 4.157, 4.953)
C (4.653, 4.082, 3.462)
O (3.715, 3.026, 3.099)
O (3.932, 4.817, 5.750)
H (5.869, 4.756, 5.079)
H (5.196, 3.116, 5.192)
H (5.528, 4.042, 2.810)
H (4.090, 4.932, 3.069)
H (3.431, 3.318, 2.228)
H (3.269, 4.140, 5.936)
C (-3.404, 6.371, 1.088)
C (-3.476, 7.826, 1.712)
O (-2.990, 8.840, 0.854)
O (-2.153, 6.313, 0.377)
H (-4.141, 6.392, 0.281)
H (-3.667, 5.537, 1.734)
H (-2.724, 7.844, 2.507)
H (-4.441, 8.205, 2.051)
H (-3.601, 9.573, 0.769)
H (-2.019, 6.986, -0.293)
C (7.454, -1.015, -1.346)
C (6.616, 0.281, -1.736)
C (6.340, 0.909, -0.377)
C (5.761, 2.386, -0.325)
C (6.447, 3.277, -1.351)
C (6.628, 2.676, -2.745)
N (7.293, 1.341, -2.521)
O (7.742, 0.796, -3.690)
C (5.318, 2.728, -3.582)
C (7.685, 3.606, -3.312)
C (5.296, -0.234, -2.388)
H (7.688, -1.550, -2.269)
H (6.937, -1.768, -0.753)
H (8.366, -0.713, -0.831)
H (5.769, 0.258, 0.289)
H (7.285, 0.931, 0.171)
H (5.889, 2.759, 0.693)
H (4.675, 2.292, -0.390)
H (7.296, 3.752, -0.855)
H (5.856, 4.194, -1.244)
H (5.231, 2.090, -4.459)
H (4.471, 2.417, -2.964)
H (5.102, 3.796, -3.613)
H (7.357, 4.628, -3.502)
H (8.497, 3.662, -2.587)
H (7.964, 3.209, -4.290)
H (5.355, -0.553, -3.432)
H (4.393, 0.375, -2.353)
H (5.014, -1.202, -1.967)
H (8.655, 1.047, -3.513)
C (1.276, -4.642, -0.718)
C (1.583, -5.869, 0.158)
C (2.932, -6.410, -0.301)
C (4.142, -5.503, -0.046)
C (4.188, -5.425, 1.517)
C (2.941, -4.734, 2.133)
N (1.757, -5.446, 1.602)
O (0.551, -5.012, 2.116)
C (3.108, -5.144, 3.611)
C (2.857, -3.203, 1.783)
C (0.661, -7.045, 0.025)
H (1.855, -3.740, -0.532)
H (0.278, -4.319, -0.411)
H (1.263, -4.987, -1.751)
H (3.284, -7.349, 0.134)
H (2.841, -6.671, -1.358)
H (4.051, -4.489, -0.439)
H (5.095, -5.902, -0.395)
H (5.027, -4.763, 1.740)
H (4.325, -6.466, 1.806)
H (3.951, -4.566, 3.994)
H (2.267, -4.933, 4.274)
H (3.368, -6.198, 3.681)
H (3.284, -2.587, 2.577)
H (3.395, -2.875, 0.894)
H (1.788, -3.004, 1.718)
H (-0.255, -6.732, 0.537)
H (0.977, -7.874, 0.658)
H (0.404, -7.289, -1.004)
H (0.263, -5.708, 2.715)
C (-3.706, 2.346, -6.558)
C (-3.175, 1.012, -6.060)
C (-2.539, 1.254, -4.688)
C (-3.446, 1.299, -3.510)
C (-4.351, 0.048, -3.654)
C (-5.227, -0.153, -4.926)
N (-4.179, -0.032, -6.005)
O (-4.693, -0.336, -7.258)
C (-5.746, -1.561, -4.849)
C (-6.359, 0.900, -4.894)
C (-1.944, 0.654, -6.935)
H (-4.223, 2.226, -7.511)
H (-2.857, 2.990, -6.790)
H (-4.321, 2.815, -5.789)
H (-1.610, 0.734, -4.452)
H (-2.253, 2.307, -4.587)
H (-4.009, 2.235, -3.525)
H (-2.855, 1.381, -2.598)
H (-4.986, -0.025, -2.765)
H (-3.739, -0.846, -3.511)
H (-5.027, -2.368, -4.707)
H (-6.419, -1.741, -4.007)
H (-6.378, -1.946, -5.652)
H (-7.072, 0.660, -4.106)
H (-6.022, 1.929, -4.751)
H (-6.859, 1.142, -5.836)
H (-1.026, 1.222, -6.786)
H (-2.167, 0.649, -8.002)
H (-1.675, -0.353, -6.607)
H (-4.320, -1.213, -7.387)
C (4.426, 6.249, 0.440)
C (5.168, 7.602, 0.641)
C (4.215, 8.715, 0.241)
C (4.515, 10.071, 0.840)
C (4.586, 9.966, 2.345)
C (5.719, 8.921, 2.747)
N (5.543, 7.666, 2.048)
O (6.293, 6.604, 2.527)
C (7.159, 9.516, 2.617)
C (5.377, 8.629, 4.216)
C (6.430, 7.627, -0.295)
H (3.743, 6.128, 1.280)
H (5.076, 5.373, 0.431)
H (3.919, 6.255, -0.526)
H (4.163, 8.895, -0.834)
H (3.172, 8.519, 0.504)
H (3.691, 10.728, 0.557)
H (5.439, 10.551, 0.507)
H (3.609, 9.509, 2.529)
H (4.547, 10.850, 2.980)
H (7.237, 9.607, 1.533)
H (7.256, 10.539, 2.975)
H (7.732, 8.761, 3.153)
H (5.916, 7.769, 4.619)
H (5.764, 9.387, 4.901)
H (4.316, 8.434, 4.362)
H (6.190, 7.275, -1.303)
H (7.068, 6.808, 0.043)
H (6.941, 8.564, -0.514)
H (7.148, 6.783, 2.111)
C (-3.921, -7.429, -3.162)
C (-5.055, -6.352, -3.405)
C (-6.452, -6.693, -2.779)
C (-6.591, -6.331, -1.312)
C (-6.142, -4.901, -1.073)
C (-4.727, -4.592, -1.540)
N (-4.681, -4.971, -2.983)
O (-3.624, -4.355, -3.666)
C (-4.579, -3.080, -1.445)
C (-3.630, -5.337, -0.643)
C (-5.331, -6.295, -4.910)
H (-3.985, -7.695, -2.104)
H (-2.889, -7.076, -3.146)
H (-4.071, -8.291, -3.810)
H (-7.121, -6.023, -3.320)
H (-6.676, -7.732, -3.019)
H (-6.159, -7.029, -0.594)
H (-7.643, -6.246, -1.028)
H (-6.234, -4.720, -0.001)
H (-6.793, -4.217, -1.620)
H (-3.632, -2.653, -1.775)
H (-5.295, -2.537, -2.065)
H (-4.817, -2.985, -0.384)
H (-2.668, -5.572, -1.099)
H (-3.400, -4.808, 0.283)
H (-4.032, -6.303, -0.331)
H (-6.035, -7.000, -5.356)
H (-4.434, -6.636, -5.434)
H (-5.532, -5.351, -5.418)
H (-4.119, -3.616, -4.032)
C (-0.368, -1.361, -0.025)
C (-0.828, -0.011, 0.680)
C (-0.720, -0.208, 2.170)
C (-0.625, 1.118, 2.955)
C (0.416, 2.109, 2.395)
C (0.206, 2.327, 0.848)
N (0.065, 1.046, 0.169)
O (0.055, 1.180, -1.218)
C (-1.027, 3.348, 0.705)
C (1.468, 3.033, 0.282)
C (-2.306, 0.269, 0.376)
H (-1.224, -2.024, -0.145)
H (0.386, -1.862, 0.582)
H (0.182, -1.124, -0.933)
H (-1.597, -0.736, 2.547)
H (0.116, -0.888, 2.349)
H (-0.481, 0.939, 4.024)
H (-1.639, 1.502, 3.099)
H (1.401, 1.689, 2.604)
H (0.237, 3.078, 2.861)
H (-0.931, 3.732, -0.314)
H (-2.082, 3.125, 0.855)
H (-0.825, 4.284, 1.221)
H (2.339, 2.375, 0.291)
H (1.324, 3.451, -0.716)
H (1.781, 3.937, 0.812)
H (-2.864, 0.928, 1.041)
H (-2.837, -0.670, 0.208)
H (-2.386, 0.782, -0.586)
H (0.887, 0.799, -1.514)
C (-5.806, -4.507, 2.818)
C (-5.485, -3.480, 3.981)
C (-5.839, -4.116, 5.325)
C (-4.908, -5.208, 5.788)
C (-3.450, -4.864, 5.820)
C (-3.012, -4.215, 4.501)
N (-4.034, -3.264, 4.007)
O (-3.535, -2.392, 2.996)
C (-1.664, -3.437, 4.773)
C (-2.771, -5.349, 3.441)
C (-6.460, -2.333, 3.909)
H (-6.880, -4.578, 2.644)
H (-5.449, -5.538, 2.851)
H (-5.262, -4.189, 1.925)
H (-5.866, -3.445, 6.185)
H (-6.822, -4.589, 5.275)
H (-5.083, -6.151, 5.265)
H (-5.160, -5.439, 6.826)
H (-2.824, -5.758, 5.860)
H (-3.127, -4.266, 6.673)
H (-1.992, -2.673, 5.480)
H (-0.925, -4.078, 5.254)
H (-1.215, -2.989, 3.888)
H (-1.726, -5.665, 3.403)
H (-3.283, -6.284, 3.668)
H (-2.960, -4.941, 2.449)
H (-6.167, -1.790, 3.006)
H (-6.460, -1.546, 4.662)
H (-7.478, -2.710, 3.820)
H (-3.637, -2.961, 2.221)
C (1.156, -2.676, -3.686)
C (0.217, -3.199, -4.788)
C (0.974, -2.883, -6.124)
C (0.533, -3.885, -7.145)
C (0.835, -5.249, -6.644)
C (-0.026, -5.705, -5.475)
N (0.008, -4.666, -4.426)
O (-0.752, -4.969, -3.251)
C (-1.499, -5.983, -5.998)
C (0.441, -7.040, -4.932)
C (-1.159, -2.483, -4.800)
H (0.601, -2.364, -2.799)
H (1.775, -1.826, -3.976)
H (1.823, -3.487, -3.396)
H (0.664, -2.008, -6.701)
H (2.061, -2.816, -6.078)
H (1.004, -3.678, -8.107)
H (-0.539, -3.741, -7.295)
H (1.897, -5.271, -6.380)
H (0.802, -5.983, -7.453)
H (-1.849, -5.129, -6.583)
H (-1.561, -6.975, -6.440)
H (-2.252, -5.815, -5.224)
H (1.438, -6.784, -4.565)
H (-0.150, -7.287, -4.050)
H (0.441, -7.821, -5.689)
H (-1.850, -2.807, -5.577)
H (-0.892, -1.433, -4.939)
H (-1.648, -2.471, -3.825)
H (-1.669, -5.120, -3.513)

Values from the calculation:
- E_LUMO: 0.470 eV
- 2S+1: 1
- Highest occupied orbital energy: -7.77 eV
- Energy above the lowest of the compared OMol25 structures with the same formula, charge and spin: 187.50 kcal/mol
- Charge: 0
- Frontier orbital gap: 8.24 eV